Version P
25
Properties=species:S:1:pos:R:3 method="wB97M-V/def2-TZVPD" orbital_gap_ev=9.00 smiles="CN[C@H]1[NH+]=C(OC)N/C1=[NH+]/C" charge=+2
C -1.203 -2.565 -0.150
N -1.263 -1.084 -0.416
C -0.565 -0.204 0.479
N 0.912 -0.552 0.613
C 1.552 0.414 -0.014
O 2.780 0.475 -0.396
C 3.722 -0.584 -0.331
N 0.783 1.500 -0.379
C -0.567 1.245 -0.027
N -1.523 2.123 -0.196
C -2.819 1.904 0.377
H -1.908 -2.781 0.659
H -0.269 -2.913 0.327
H -1.275 -3.161 -1.081
H -0.935 -0.850 -1.395
H -0.886 -0.235 1.488
H 1.188 -1.543 0.697
H 3.999 -0.984 -1.233
H 3.284 -1.369 0.298
H 4.714 -0.239 0.148
H 1.275 2.428 -0.554
H -1.431 3.089 -0.566
H -2.856 2.508 1.300
H -3.676 2.471 -0.178
H -3.034 0.909 0.529

Version Q
25
Properties=species:S:1:pos:R:3 method="wB97M-V/def2-TZVPD" orbital_gap_ev=10.23 charge=+2
C 0.757 0.515 -0.949
C 1.017 -1.495 1.232
C -1.325 -0.222 -0.254
C 0.631 -0.073 0.893
C -1.172 0.591 -2.572
C -1.264 1.151 1.757
N -0.463 0.395 -1.322
N 2.198 -2.033 1.133
N 1.821 1.086 -1.358
N -0.697 -0.055 1.044
O 0.017 -2.189 1.575
H -2.317 0.255 -0.379
H -1.444 -1.275 -0.469
H 1.273 0.735 1.404
H -1.240 -0.343 -3.146
H -2.054 0.919 -2.216
H -0.603 1.354 -3.115
H -0.854 2.200 1.353
H -2.352 1.167 1.678
H -0.848 1.008 2.744
H 3.107 -1.676 0.916
H 2.302 -2.992 1.390
H 2.526 1.092 -0.647
H 1.896 1.576 -2.251
H -0.912 -1.691 1.558

Verdict on stability: version Q comes out at the bottom.

Version P
108
Properties=species:S:1:pos:R:3 method="wB97M-V/def2-TZVPD" orbital_gap_ev=7.62 charge=+2
Zr -0.231 1.324 -0.106
F 1.515 -4.043 -4.090
C 1.178 -2.801 -3.777
C 1.065 -2.429 -2.446
F 1.278 -3.312 -1.472
C 0.721 -1.129 -2.168
F 0.605 -0.740 -0.853
C 0.473 -0.163 -3.118
S 0.104 1.485 -2.649
C 0.586 -0.564 -4.443
F 0.366 0.310 -5.418
C 0.936 -1.866 -4.773
F 1.043 -2.222 -6.044
F 4.712 6.485 -3.139
C 4.214 5.436 -2.518
C 5.043 4.395 -2.134
F 6.338 4.454 -2.387
C 4.510 3.297 -1.478
F 5.358 2.342 -1.103
C 3.150 3.191 -1.203
P 2.492 1.752 -0.275
C 3.325 2.033 1.328
C 4.531 1.453 1.707
C 5.103 1.789 2.927
C 4.488 2.709 3.762
C 3.292 3.304 3.379
C 2.709 2.963 2.170
C 3.297 0.328 -1.068
C 3.493 -0.839 -0.328
C 4.060 -1.954 -0.927
C 4.413 -1.917 -2.269
C 4.185 -0.770 -3.017
C 3.625 0.350 -2.421
C 2.350 4.269 -1.573
Br 0.530 4.324 -1.089
C 2.861 5.375 -2.222
F 2.079 6.392 -2.554
H 5.038 0.758 1.053
H 6.044 1.340 3.216
H 4.946 2.973 4.706
H 2.821 4.037 4.021
H 1.777 3.432 1.870
H 3.206 -0.873 0.716
H 4.229 -2.851 -0.346
H 4.869 -2.782 -2.733
H 4.453 -0.741 -4.065
H 3.447 1.240 -3.012
N 0.681 0.337 1.731
C 0.690 0.427 2.880
C 0.701 0.536 4.292
C 0.379 1.770 4.867
C 0.382 1.888 6.242
C 0.700 0.790 7.033
C 1.018 -0.434 6.457
C 1.022 -0.571 5.083
H 0.127 2.609 4.232
H 0.136 2.836 6.702
H 0.701 0.891 8.110
H 1.263 -1.283 7.080
H 1.279 -1.514 4.618
O -1.778 0.096 0.043
P -2.421 -1.254 -0.390
N -1.465 -2.497 0.087
C -1.583 -3.928 -0.321
C -0.917 -4.694 0.817
C -1.242 -3.848 2.043
C -1.047 -2.433 1.519
N -3.848 -1.288 0.400
C -4.748 -2.461 0.257
C -6.152 -1.907 0.535
C -6.031 -0.412 0.235
C -4.642 -0.091 0.766
N -2.474 -1.223 -2.037
C -2.706 -2.410 -2.910
C -3.963 -2.079 -3.700
C -3.830 -0.576 -3.922
C -3.222 -0.062 -2.616
H -1.075 -4.101 -1.267
H -2.627 -4.233 -0.417
H 0.161 -4.731 0.657
H -1.290 -5.713 0.883
H -0.593 -4.062 2.890
H -2.277 -4.003 2.356
H 0.006 -2.150 1.559
H -1.631 -1.692 2.069
H -4.476 -3.242 0.967
H -4.683 -2.876 -0.753
H -6.408 -2.056 1.584
H -6.909 -2.404 -0.068
H -6.806 0.181 0.717
H -6.080 -0.236 -0.843
H -4.660 0.007 1.854
H -4.199 0.813 0.353
H -2.802 -3.325 -2.341
H -1.851 -2.515 -3.583
H -4.858 -2.307 -3.117
H -4.010 -2.642 -4.630
H -4.778 -0.088 -4.139
H -3.149 -0.378 -4.752
H -4.005 0.273 -1.928
H -2.538 0.765 -2.794
Cl -2.376 5.168 0.817
C -2.771 3.465 0.748
Cl -2.463 2.784 -0.907
C -1.842 2.614 1.621
O -2.257 1.884 2.474
O -0.572 2.711 1.233
H -3.819 3.329 0.987

Version Q
108
Properties=species:S:1:pos:R:3 method="wB97M-V/def2-TZVPD" orbital_gap_ev=7.80 charge=+2
Zr -0.430 -0.814 -1.329
F 4.838 -0.335 -5.612
C 3.704 -0.020 -5.015
C 3.384 -0.587 -3.791
F 4.203 -1.449 -3.196
C 2.193 -0.229 -3.204
F 1.872 -0.786 -1.988
C 1.288 0.656 -3.746
S -0.212 1.090 -2.929
C 1.634 1.208 -4.974
F 0.814 2.072 -5.561
C 2.824 0.879 -5.604
F 3.129 1.421 -6.770
F -7.276 -3.174 0.067
C -6.290 -2.321 -0.112
C -6.550 -1.023 -0.514
F -7.791 -0.628 -0.717
C -5.498 -0.133 -0.688
F -5.807 1.113 -1.032
C -4.174 -0.508 -0.506
P -2.796 0.682 -0.696
C -3.191 1.699 -2.136
C -2.718 3.009 -2.193
C -2.895 3.759 -3.345
C -3.532 3.203 -4.445
C -3.996 1.895 -4.392
C -3.825 1.141 -3.244
C -2.994 1.692 0.794
C -2.407 1.232 1.972
C -2.651 1.889 3.168
C -3.457 3.019 3.190
C -4.038 3.481 2.018
C -3.823 2.813 0.822
C -3.952 -1.814 -0.078
Br -2.211 -2.437 0.363
C -4.978 -2.714 0.118
F -4.736 -3.950 0.533
H -2.207 3.447 -1.344
H -2.534 4.777 -3.385
H -3.671 3.790 -5.342
H -4.496 1.463 -5.249
H -4.180 0.119 -3.213
H -1.767 0.357 1.953
H -2.220 1.519 4.089
H -3.642 3.532 4.124
H -4.679 4.353 2.037
H -4.309 3.157 -0.080
N 0.714 -2.650 -0.435
C 1.272 -3.553 0.003
C 1.979 -4.666 0.535
C 2.134 -5.810 -0.252
C 2.824 -6.890 0.265
C 3.352 -6.827 1.549
C 3.194 -5.686 2.329
C 2.507 -4.598 1.828
H 1.718 -5.842 -1.251
H 2.951 -7.782 -0.332
H 3.891 -7.676 1.947
H 3.607 -5.651 3.328
H 2.373 -3.703 2.421
O 0.483 0.079 0.261
P 1.433 0.660 1.330
N 0.819 0.299 2.791
C 0.896 1.205 3.959
C 0.741 0.257 5.147
C -0.133 -0.869 4.594
C 0.412 -1.060 3.182
N 1.499 2.256 1.080
C 0.327 3.058 0.653
C 0.897 4.467 0.526
C 1.978 4.500 1.604
C 2.628 3.127 1.472
N 2.926 0.026 1.232
C 3.823 0.232 0.074
C 5.242 0.340 0.672
C 5.049 0.320 2.194
C 3.734 -0.430 2.377
H 0.085 1.937 3.918
H 1.841 1.750 3.986
H 0.311 0.751 6.016
H 1.716 -0.140 5.438
H -1.179 -0.562 4.552
H -0.077 -1.782 5.183
H -0.336 -1.455 2.492
H 1.269 -1.743 3.179
H -0.464 3.017 1.408
H -0.067 2.675 -0.290
H 0.133 5.231 0.664
H 1.342 4.605 -0.461
H 1.521 4.599 2.591
H 2.694 5.309 1.478
H 3.093 2.792 2.399
H 3.392 3.130 0.689
H 3.521 1.126 -0.475
H 3.759 -0.619 -0.603
H 5.758 1.237 0.337
H 5.838 -0.515 0.355
H 4.950 1.334 2.585
H 5.874 -0.159 2.716
H 3.236 -0.217 3.321
H 3.897 -1.510 2.304
Cl -2.204 -4.654 -3.734
C -1.883 -3.058 -4.454
Cl -0.727 -3.129 -5.768
C -1.370 -2.216 -3.308
O -0.143 -2.202 -2.994
O -2.178 -1.544 -2.609
H -2.823 -2.663 -4.824

Verdict on stability: version P comes out at the bottom.

Version P
14
Properties=species:S:1:pos:R:3 method="wB97M-V/def2-TZVPD" orbital_gap_ev=11.27 smiles="C=C.CC" charge=0
C 0.730 -1.946 -0.589
C 1.993 -2.138 -0.268
H 0.074 -2.794 -0.719
H 0.277 -0.959 -0.669
H 2.405 -3.128 -0.195
H 2.714 -1.338 -0.129
C -1.413 2.124 0.570
C -0.599 0.975 0.050
H -2.273 2.296 -0.093
H -1.776 1.875 1.572
H -0.864 3.065 0.666
H -1.323 0.161 -0.124
H 0.117 0.591 0.802
H -0.062 1.216 -0.874

Version Q
14
Properties=species:S:1:pos:R:3 method="wB97M-V/def2-TZVPD" orbital_gap_ev=11.57 smiles=CCCC charge=0
C -1.652 -0.443 -1.035
C -0.585 0.461 -0.381
C 0.786 -0.340 -0.055
C 1.537 0.345 1.175
H -1.558 -0.341 -2.204
H -2.678 -0.189 -0.715
H -1.627 -1.338 -0.448
H -0.942 0.602 0.721
H -0.438 1.311 -0.881
H 1.302 -0.159 -1.002
H 0.532 -1.366 0.231
H 1.844 1.320 1.090
H 2.394 -0.345 1.283
H 1.086 0.483 2.221

Version R
14
Properties=species:S:1:pos:R:3 method="wB97M-V/def2-TZVPD" orbital_gap_ev=12.59 smiles=CCCC charge=0
C -1.577 -0.770 -0.816
C -0.476 0.240 -0.557
C 0.356 -0.115 0.669
C 1.707 0.621 0.711
H -1.180 -1.752 -1.073
H -2.204 -0.501 -1.670
H -2.251 -0.886 0.033
H -0.863 1.252 -0.462
H 0.213 0.241 -1.411
H -0.141 0.048 1.633
H 0.592 -1.189 0.627
H 2.369 0.202 1.467
H 1.584 1.672 1.001
H 2.217 0.508 -0.244

Verdict on stability: version Q comes out at the bottom.